[1]
Computed, not measured: C22H32CrN6O3S2 as an isolated structure, with ωB97M-V/def2-TZVPD.

Its spin multiplicity is 2. The strongest force on any atom comes out at 0.9 eV/A. The LUMO energy (spin up / spin down) comes out at 0.081 / 0.081 Ha. The expectation value of S² is 0.807. The total charge is -1. As for the calculated total energy: -3252.7010 Eh.

```
66
C22H32CrN6O3S2 | the Open Molecules 2025 dataset | ωB97M-V/def2-TZVPD
Cr -0.2953 1.0614 0.8397
C 0.0262 1.0066 2.8364
N -1.3650 1.1719 2.5791
C -2.2880 0.0425 2.7575
C -2.9755 -0.2430 1.4360
N -1.9441 -0.5407 0.4182
C -1.5585 -1.9667 0.5204
C -2.4234 -0.3498 -0.9472
C -3.7278 -0.6868 -1.2789
C -4.1924 -0.5913 -2.5831
C -3.3219 -0.1628 -3.5735
C -2.0178 0.1694 -3.2479
C -1.5282 0.0878 -1.9380
S 0.1164 0.5786 -1.5813
C -1.9508 2.4675 2.8441
C -2.1399 2.8826 4.1523
C -2.7401 4.1048 4.4200
C -3.1507 4.8934 3.3483
C -2.9570 4.4759 2.0439
C -2.3424 3.2468 1.7487
S -2.0345 2.6867 0.1401
H 0.4780 1.7221 3.5187
H 1.3359 2.6978 1.6579
H 0.2929 -0.0377 2.9844
H -3.0260 0.2676 3.5332
H -1.7012 -0.8163 3.0854
H -3.5205 0.6429 1.1120
H -3.6753 -1.0817 1.5513
H -2.4392 -2.5960 0.3374
H -1.1387 -2.1788 1.4991
H -0.7838 -2.1871 -0.2081
H -4.4036 -1.0251 -0.5034
H -5.2200 -0.8414 -2.8153
H -3.6616 -0.0679 -4.5984
H -1.3480 0.5468 -4.0124
H -1.8054 2.2399 4.9603
H -2.8793 4.4385 5.4406
H -3.6188 5.8537 3.5352
H -3.2627 5.1047 1.2168
N 2.9066 0.6262 0.7200
C 3.0066 -0.5416 -0.1027
C 4.4585 -1.0988 -0.0116
C 4.8882 -2.3988 -0.7257
C 4.5569 -2.4914 -2.2365
N 3.1485 -2.6699 -2.4217
C 2.4869 -2.1703 -3.4320
N 3.1043 -1.8041 -4.5826
N 1.1558 -2.0422 -3.3574
C 1.8724 -1.5838 0.2667
O 1.8096 -2.6788 -0.3998
O 1.0570 -1.2952 1.1357
H 2.3982 1.4465 0.3997
H 3.6805 0.8096 1.3329
H 2.8013 -0.2799 -1.1475
H 4.6639 -1.2294 1.0573
H 5.1146 -0.2962 -0.3648
H 4.4232 -3.2513 -0.2273
H 5.9707 -2.5135 -0.6160
H 5.1072 -3.3351 -2.6687
H 4.8894 -1.5730 -2.7380
H 2.5825 -2.7051 -1.4381
H 4.0883 -1.9515 -4.6946
H 2.6132 -1.2803 -5.2820
H 0.7706 -1.8639 -2.4285
H 0.6973 -1.4773 -4.0537
O 0.9363 2.6324 0.7870
```

=====

[2]
Computed, not measured: one molecule with the formula C22H32N2O6, with ωB97M-V/def2-TZVPD.

The strongest force on any atom comes out at 0.5 eV/A. The LUMO energy comes out at 0.023 Ha. As for the calculated total energy: -1418.4894 Eh. Its structure (SMILES) is Oc1ccc([C@@H](O)CNCCCCCCNC[C@H](O)c2ccc(O)c(O)c2)cc1O.

```
62
C22H32N2O6 | the Open Molecules 2025 dataset | ωB97M-V/def2-TZVPD
O 5.2049 -0.0430 1.6598
C 4.2664 0.2363 0.6963
C 4.5081 0.1030 -0.6574
C 3.5098 0.3881 -1.5741
C 2.2614 0.8144 -1.1470
C 2.0227 0.9619 0.2151
C 3.0113 0.6744 1.1405
O 2.7626 0.8149 2.4631
H 3.5461 0.5209 2.9480
H 1.0645 1.2716 0.5989
C 1.1535 1.0214 -2.1513
O 0.1987 -0.0175 -1.9973
H -0.6396 0.3555 -2.3228
C 0.4283 2.3700 -2.0152
N -0.7517 2.3047 -2.8592
H -0.4865 2.3631 -3.8388
C -1.7882 3.2777 -2.5674
C -3.0436 2.9878 -3.3931
H -2.8374 3.2071 -4.4444
C -3.5259 1.5390 -3.2832
C -3.8668 1.1270 -1.8541
C -4.4064 -0.2998 -1.7707
C -4.6403 -0.7211 -0.3172
N -3.3863 -0.6765 0.4072
H -2.7609 -1.3963 0.0589
C -3.4598 -0.7474 1.8544
H -3.5940 -1.7662 2.2474
H -4.3064 -0.1357 2.1782
C -2.1624 -0.1243 2.4224
C -0.9887 -1.0611 2.2254
C -0.5412 -1.8708 3.2574
C 0.5303 -2.7280 3.0684
C 1.1648 -2.7957 1.8398
C 0.7065 -1.9935 0.7874
C -0.3546 -1.1327 0.9915
H -0.6677 -0.5020 0.1742
O 1.3423 -2.1151 -0.4179
H 0.9872 -1.4450 -1.0274
O 2.2256 -3.6295 1.6446
H 2.5054 -3.5103 0.7258
H 0.8921 -3.3502 3.8714
H -1.0251 -1.8281 4.2219
O -1.9624 1.1277 1.8111
H -2.2823 1.0137 0.9022
H -2.2899 0.0634 3.4943
H -5.3268 -0.0135 0.1572
H -5.1162 -1.7168 -0.2915
H -5.3464 -0.3772 -2.3205
H -3.6914 -0.9863 -2.2302
H -2.9732 1.1865 -1.2346
H -4.6083 1.8159 -1.4433
H -4.4109 1.4216 -3.9131
H -2.7536 0.8750 -3.6761
H -3.8351 3.6630 -3.0623
H -1.4631 4.3133 -2.7613
H -2.0165 3.2044 -1.5013
H 0.0947 2.4969 -0.9833
H 1.1150 3.1941 -2.2591
H 1.5749 0.9537 -3.1694
H 3.7059 0.2621 -2.6278
H 5.4779 -0.2354 -0.9962
H 6.0029 -0.3791 1.2380
```

=====

[3]
Computed, not measured: C22H32N2ReSbSe4 as an isolated structure, with ωB97M-V/def2-TZVPD.

The strongest force on any atom comes out at 1.0 eV/A. The LUMO energy comes out at -0.060 Ha. As for the calculated total energy: -10891.2929 Eh.

```
62
C22H32N2ReSbSe4 | the Open Molecules 2025 dataset | ωB97M-V/def2-TZVPD
Re -1.5439 -0.4410 -0.4249
Se -0.7361 -2.9903 -3.1013
Sb -1.7348 -4.4697 -0.9952
Se -2.9820 -2.2316 -0.0135
Se -1.4102 -0.8563 -2.6767
Se -0.0396 -4.8144 0.6029
C 3.9745 -4.0543 1.0148
C 3.2228 -3.0766 0.1305
C 3.5721 -2.8843 -1.1979
C 2.8322 -2.0221 -2.0020
C 3.1553 -1.8565 -3.4732
C 1.7540 -1.3435 -1.4456
C 1.3745 -1.5179 -0.1198
C 2.1287 -2.3933 0.6509
N 0.2050 -0.8678 0.4291
C 0.2661 -0.4261 1.8754
C 1.6698 0.0066 2.3727
C -0.2741 -1.4959 2.8346
C -0.7384 0.7386 1.9639
H 4.7275 -4.6041 0.4478
H 3.2867 -4.7821 1.4542
H 4.4805 -3.5400 1.8375
H 4.4151 -3.4302 -1.6201
H 4.2174 -2.0163 -3.6679
H 2.8866 -0.8592 -3.8316
H 2.5941 -2.5797 -4.0732
H 1.1903 -0.6762 -2.0699
H 1.8494 -2.6036 1.6750
H 2.1635 -0.7981 2.9174
H 1.5792 0.8466 3.0626
H 2.3373 0.2956 1.5682
H 0.3514 -2.3854 2.8327
H -1.2757 -1.8059 2.5406
H -0.3088 -1.0938 3.8581
H -0.4597 1.4169 2.7652
H -1.7220 0.3440 2.2340
H -1.8594 1.9058 0.7723
C -5.1785 2.9396 -1.0225
C -5.0075 2.2187 0.1552
C -4.0165 1.2407 0.2340
C -3.1657 0.9339 -0.8487
C -3.3799 1.6714 -2.0197
C -4.3645 2.6560 -2.1128
H -5.9433 3.7079 -1.0894
H -5.6486 2.4115 1.0104
H -3.9324 0.6799 1.1589
H -2.7692 1.4806 -2.8950
H -4.4924 3.2036 -3.0443
C -0.8562 3.4624 -0.6453
C -0.0155 2.5451 0.2350
C 0.4797 3.3116 1.4565
C 1.1456 2.0345 -0.5926
N -0.9626 1.4493 0.6770
H -0.2264 4.2585 -1.0486
H -1.6761 3.9232 -0.0793
H -1.2890 2.9058 -1.4772
H 1.0264 4.1932 1.1169
H 1.1609 2.7170 2.0707
H -0.3528 3.6528 2.0804
H 1.7705 2.8859 -0.8822
H 0.7764 1.5599 -1.5001
H 1.7683 1.3191 -0.0654
```

=====

[4]
Computed, not measured: an isolated ion of composition C22H32N3O2 and charge +1, with ωB97M-V/def2-TZVPD.

The strongest force on any atom comes out at 0.9 eV/A. The LUMO energy comes out at -0.090 Ha. The total charge is +1. As for the calculated total energy: -1172.0315 Eh. Its structure (SMILES) is CC(C)(C)c1ccccc1OC[C@H](O)CN1CC[NH+](c2ccccn2)CC1.

```
59
C22H32N3O2 | the Open Molecules 2025 dataset | ωB97M-V/def2-TZVPD
C 1.7755 0.9514 -2.0355
H 1.1654 1.0228 -1.1412
H 2.2660 1.9099 -2.1883
H 2.5433 0.1967 -1.8747
C 0.9390 0.5949 -3.2742
C -0.1285 1.6582 -3.5147
C -0.2067 2.3487 -4.7166
C -1.1858 3.2960 -4.9655
C -2.1328 3.5723 -4.0024
C -2.0849 2.9058 -2.7904
C -1.0946 1.9689 -2.5418
O -1.0200 1.2970 -1.3314
C -1.8725 1.6502 -0.2669
C -1.3040 0.9130 0.9515
O -1.0390 -0.4409 0.5926
H -0.7723 -0.4216 -0.3421
C -2.2767 0.9533 2.1471
N -1.9042 0.2159 3.3251
C -2.1864 -1.2035 3.3897
C -0.9047 -2.0469 3.5197
N 0.1831 -1.3514 2.7949
H -0.2291 -1.0675 1.8630
C 1.3337 -2.2222 2.5648
N 1.9968 -2.5605 3.6522
C 3.0417 -3.3587 3.5260
C 3.4634 -3.8472 2.2959
C 2.7577 -3.4825 1.1606
C 1.6551 -2.6449 1.2882
H 1.0777 -2.3422 0.4288
H 3.0551 -3.8412 0.1876
H 4.3215 -4.4952 2.2314
H 3.5510 -3.6083 4.4451
C 0.5604 -0.1204 3.5327
C -0.7213 0.5891 4.0454
H -0.8790 0.3276 5.0962
H -0.5909 1.6695 3.9897
H 1.1993 -0.4150 4.3675
H 1.1389 0.5136 2.8589
H -0.5942 -2.1681 4.5586
H -1.0513 -3.0354 3.0828
H -2.8238 -1.4070 4.2595
H -2.7348 -1.4976 2.4944
H -2.4039 2.0020 2.4301
H -3.2468 0.5766 1.8183
H -0.3506 1.3942 1.2210
H -1.8677 2.7293 -0.0817
H -2.9008 1.3191 -0.4668
H -2.8341 3.1223 -2.0455
H -2.9096 4.2990 -4.1811
H -1.2056 3.8087 -5.9142
H 0.5124 2.1530 -5.4928
C 1.9165 0.4635 -4.4473
H 2.6525 -0.3036 -4.2145
H 1.4057 0.1658 -5.3590
H 2.4485 1.3950 -4.6220
C 0.2521 -0.7691 -3.1008
H 0.9819 -1.5267 -2.8206
H -0.5303 -0.7363 -2.3479
H -0.2076 -1.0694 -4.0395
```